1.
A cluster of 9 separate species, C35H63O13 in total. Source: the Open Molecules 2025 dataset; level of theory: the ωB97M-V functional and the def2-TZVPD basis.

Bonds (Å) are listed after each position.
Geometry (Å):
1 C 5.8672 0.7818 -0.2540  C2 1.448, H17 1.140, H18 1.137
2 C 4.6242 1.4444 -0.5903  C1 1.448, C3 1.626, H19 1.143
3 C 4.4573 3.0525 -0.4200  C2 1.626, C4 1.605, O7 1.483, C11 1.590
4 C 4.9661 3.7269 -1.7843  C3 1.605, O5 1.284, O6 1.383
5 O 6.1367 3.3846 -2.1849  C4 1.284
6 O 4.1874 4.6087 -2.5123  C4 1.383
7 O 5.4132 3.2963 0.6871  C3 1.483, C8 1.448
8 C 4.6519 2.9773 1.8770  O7 1.448, O9 1.262, O10 1.452
9 O 5.1663 2.8714 3.0245  C8 1.262
10 O 3.2533 2.8039 1.5270  C8 1.452, C11 1.456
11 C 3.1633 3.6087 0.3174  C3 1.590, O10 1.456, C12 1.596, H20 1.154
12 C 1.7800 3.7534 -0.4654  C11 1.596, C13 1.628, C14 1.602, H21 1.157
13 C 0.7306 4.5137 0.5199  C12 1.628, H22 1.142, H23 1.156, H24 1.139
14 C 1.2041 2.3944 -1.0870  C12 1.602, C15 1.614, H25 1.156, H26 1.160
15 C 0.7369 1.3182 0.0219  C14 1.614, C16 1.607, H27 1.150, H28 1.158
16 C -0.7986 0.8629 -0.1114  C15 1.607, H29 1.153, H30 1.153, H31 1.157
17 H 6.2853 0.9152 0.7985  C1 1.140
18 H 6.4873 0.1794 -0.9930  C1 1.137
19 H 3.7718 0.7745 -0.9538  C2 1.143
20 H 3.4204 4.6610 0.7153  C11 1.154
21 H 1.9356 4.4858 -1.3471  C12 1.157
22 H -0.1810 4.7821 -0.1143  C13 1.142
23 H 1.2520 5.5047 0.8053  C13 1.156
24 H 0.4935 3.9278 1.4678  C13 1.139
25 H 1.9362 1.9258 -1.8495  C14 1.156
26 H 0.2698 2.6779 -1.7129  C14 1.160
27 H 1.4433 0.4129 -0.0324  C15 1.150
28 H 0.9416 1.8054 1.0523  C15 1.158
29 H -0.9106 -0.1790 0.3701  C16 1.153
30 H -1.1515 0.7704 -1.2050  C16 1.153
31 H -1.5165 1.5436 0.4886  C16 1.157
32 C 7.6736 -1.9075 -4.8333  C33 1.506, H36 1.092, H37 1.092, H38 1.092
33 C 7.0466 -2.2116 -3.4982  C32 1.506, O34 1.215, C35 1.506
34 O 5.9182 -1.8480 -3.2336  C33 1.215
35 C 7.8732 -2.9838 -2.5035  C33 1.506, H39 1.092, H40 1.092, H41 1.092
36 H 6.9647 -1.3471 -5.4464  C32 1.092
37 H 8.5709 -1.3010 -4.6931  C32 1.092
38 H 7.9225 -2.8385 -5.3479  C32 1.092
39 H 8.7794 -2.4251 -2.2598  C35 1.092
40 H 8.1309 -3.9626 -2.9144  C35 1.092
41 H 7.2950 -3.1294 -1.5884  C35 1.092
42 C 2.6467 -3.5362 0.6807  C43 1.507, H46 1.092, H47 1.092, H48 1.092
43 C 2.2969 -2.1426 1.1335  C42 1.507, O44 1.218, C45 1.505
44 O 1.4698 -1.4739 0.5405  C43 1.218
45 C 3.0087 -1.6081 2.3465  C43 1.505, H49 1.092, H50 1.092, H51 1.092
46 H 2.0570 -3.7883 -0.2037  C42 1.092
47 H 3.7064 -3.5875 0.4212  C42 1.092
48 H 2.4156 -4.2531 1.4719  C42 1.092
49 H 4.0841 -1.5730 2.1616  C45 1.092
50 H 2.7939 -2.2383 3.2115  C45 1.092
51 H 2.6567 -0.5956 2.5552  C45 1.092
52 C -5.3814 -1.7524 0.4182  C53 1.506, H56 1.089, H57 1.092, H58 1.093
53 C -3.8880 -1.5611 0.4067  C52 1.506, O54 1.217, C55 1.506
54 O -3.3904 -0.4589 0.5439  C53 1.217
55 C -3.0327 -2.7864 0.2184  C53 1.506, H59 1.092, H60 1.092, H61 1.093
56 H -5.8675 -0.7886 0.5615  C52 1.089
57 H -5.7093 -2.1714 -0.5353  C52 1.092
58 H -5.6651 -2.4135 1.2406  C52 1.093
59 H -3.2570 -3.2518 -0.7439  C55 1.092
60 H -3.2121 -3.4934 1.0316  C55 1.092
61 H -1.9788 -2.4979 0.2310  C55 1.093
62 C 4.4041 1.1824 5.6385  C63 1.504, H66 1.092, H67 1.093, H68 1.092
63 C 4.7318 -0.2840 5.7147  C62 1.504, O64 1.217, C65 1.507
64 O 4.3041 -1.0715 4.8906  C63 1.217
65 C 5.6100 -0.7407 6.8505  C63 1.507, H69 1.092, H70 1.092, H71 1.092
66 H 3.7657 1.3667 4.7725  C62 1.092
67 H 3.8693 1.4908 6.5402  C62 1.093
68 H 5.3214 1.7633 5.5252  C62 1.092
69 H 5.1289 -0.5174 7.8052  C65 1.092
70 H 6.5815 -0.2454 6.7913  C65 1.092
71 H 5.7623 -1.8202 6.7790  C65 1.092
72 C -9.1980 0.6561 1.4718  C73 1.506, H76 1.092, H77 1.092, H78 1.092
73 C -8.4334 0.7286 0.1766  C72 1.506, O74 1.217, C75 1.506
74 O -7.7608 -0.2076 -0.2134  C73 1.217
75 C -8.5332 2.0042 -0.6168  C73 1.506, H79 1.092, H80 1.092, H81 1.092
76 H -9.0333 -0.3192 1.9351  C72 1.092
77 H -8.8462 1.4321 2.1550  C72 1.092
78 H -10.2665 0.7766 1.2800  C72 1.092
79 H -8.1520 2.8401 -0.0264  C75 1.092
80 H -9.5722 2.1847 -0.9014  C75 1.092
81 H -7.9323 1.9138 -1.5242  C75 1.092
82 C -1.0014 0.3807 -5.7390  C83 1.506, H86 1.092, H87 1.092, H88 1.092
83 C -1.7787 0.2917 -4.4522  C82 1.506, O84 1.215, C85 1.507
84 O -1.2487 -0.0615 -3.4180  C83 1.215
85 C -3.2394 0.6580 -4.4970  C83 1.507, H89 1.093, H90 1.092, H91 1.092
86 H 0.0349 0.0884 -5.5565  C82 1.092
87 H -1.4310 -0.2967 -6.4807  C82 1.092
88 H -1.0149 1.4074 -6.1114  C82 1.092
89 H -3.7687 -0.0071 -5.1833  C85 1.093
90 H -3.3526 1.6970 -4.8141  C85 1.092
91 H -3.6707 0.5474 -3.4993  C85 1.092
92 C -5.5013 -4.0136 -4.4953  C93 1.506, H96 1.092, H97 1.092, H98 1.092
93 C -6.2796 -4.1047 -3.2094  C92 1.506, O94 1.216, C95 1.506
94 O -5.7492 -4.4584 -2.1736  C93 1.216
95 C -7.7400 -3.7407 -3.2555  C93 1.506, H99 1.092, H100 1.092, H101 1.092
96 H -4.4646 -4.3046 -4.3122  C92 1.092
97 H -5.9292 -4.6910 -5.2376  C92 1.092
98 H -5.5163 -2.9867 -4.8669  C92 1.092
99 H -8.2674 -4.4060 -3.9427  C95 1.092
100 H -7.8542 -2.7017 -3.5720  C95 1.092
101 H -8.1723 -3.8525 -2.2588  C95 1.092
102 C -1.7495 1.8851 5.5472  C103 1.507, H106 1.092, H107 1.092, H108 1.092
103 C -1.5367 1.5990 4.0831  C102 1.507, O104 1.216, C105 1.506
104 O -1.0650 2.4371 3.3393  C103 1.216
105 C -1.9311 0.2358 3.5791  C103 1.506, H109 1.093, H110 1.093, H111 1.092
106 H -1.4212 2.9031 5.7686  C102 1.092
107 H -2.8103 1.7981 5.7926  C102 1.092
108 H -1.1630 1.1890 6.1509  C102 1.092
109 H -3.0003 0.0764 3.7373  C105 1.093
110 H -1.3522 -0.5330 4.0963  C105 1.093
111 H -1.7224 0.1705 2.5090  C105 1.092

Properties
- Total charge: -1
- Molecular weight: 691.9 g mol⁻¹
- Highest occupied orbital energy: -4.224 eV
- Lowest unoccupied orbital energy: 1.6762 eV
- HOMO-LUMO gap: 5.90 eV

Atom charges from the Mulliken analysis, given in e for atoms 1 to 2:
1 C -0.87
2 C -0.33

2.
An isolated molecule of C23H24N2O2. Source: the Open Molecules 2025 dataset; level of theory: the ωB97M-V functional and the def2-TZVPD basis.

Bonds (Å) are listed after each position.
Geometry (Å):
1 C -0.8669 -2.6276 -2.3991  C2 1.498, H28 1.088, H29 1.090, H30 1.087
2 C -1.3180 -2.2180 -1.0308  C1 1.498, C3 1.388, C7 1.397
3 C -2.5548 -2.6166 -0.5434  C2 1.388, C4 1.383, H31 1.081
4 C -2.9771 -2.2571 0.7238  C3 1.383, C5 1.384, H32 1.080
5 C -2.1601 -1.4874 1.5326  C4 1.384, C6 1.381, H33 1.079
6 C -0.9191 -1.0940 1.0705  C5 1.381, C7 1.391, H34 1.080
7 C -0.4885 -1.4590 -0.2011  C2 1.397, C6 1.391, C8 1.491
8 C 0.8405 -0.9672 -0.6658  C7 1.491, O9 1.231, C10 1.440
9 O 0.9472 -0.2904 -1.6890  C8 1.231
10 C 1.9436 -1.3227 0.1894  C8 1.440, C11 1.397, N14 1.379
11 C 1.9402 -2.2527 1.2314  C10 1.397, C12 1.390, H35 1.072
12 C 3.2312 -2.3162 1.7433  C11 1.390, C13 1.381, H36 1.072
13 C 3.9971 -1.4316 1.0105  C12 1.381, N14 1.343, H37 1.073
14 N 3.2346 -0.8539 0.0680  C10 1.379, C13 1.343, C15 1.439
15 C 3.6942 0.1840 -0.8168  N14 1.439, C16 1.545, H38 1.091, H39 1.092
16 C 3.2817 1.5538 -0.2324  C15 1.545, O17 1.212, N18 1.340
17 O 3.9186 2.0836 0.6529  C16 1.212
18 N 2.1741 2.0561 -0.7950  C16 1.340, C19 1.445, H40 1.014
19 C 1.4831 3.2133 -0.2746  N18 1.445, C20 1.532, H41 1.095, H42 1.093
20 C 0.1318 2.8369 0.3412  C19 1.532, C21 1.529, H43 1.091, H44 1.092
21 C -0.8815 2.4108 -0.7213  C20 1.529, C22 1.507, H45 1.096, H46 1.092
22 C -2.1690 1.8383 -0.1880  C21 1.507, C23 1.391, C27 1.388
23 C -2.9132 0.9963 -1.0083  C22 1.391, C24 1.381, H47 1.081
24 C -4.1190 0.4715 -0.5856  C23 1.381, C25 1.384, H48 1.080
25 C -4.6030 0.7753 0.6753  C24 1.384, C26 1.383, H49 1.080
26 C -3.8693 1.6046 1.5031  C25 1.383, C27 1.385, H50 1.081
27 C -2.6638 2.1343 1.0745  C22 1.388, C26 1.385, H51 1.079
28 H -0.5490 -1.7578 -2.9696  C1 1.088
29 H -0.0158 -3.3057 -2.3296  C1 1.090
30 H -1.6680 -3.1297 -2.9355  C1 1.087
31 H -3.1983 -3.2167 -1.1710  C3 1.081
32 H -3.9457 -2.5757 1.0792  C4 1.080
33 H -2.4868 -1.1939 2.5183  C5 1.079
34 H -0.2773 -0.4889 1.6942  C6 1.080
35 H 1.0922 -2.8229 1.5554  C11 1.072
36 H 3.5752 -2.9324 2.5497  C12 1.072
37 H 5.0361 -1.1843 1.1111  C13 1.073
38 H 3.2699 0.0404 -1.8117  C15 1.091
39 H 4.7846 0.1425 -0.8613  C15 1.092
40 H 1.6624 1.4674 -1.4428  N18 1.014
41 H 1.3360 3.9364 -1.0838  C19 1.095
42 H 2.1352 3.6551 0.4825  C19 1.093
43 H -0.2423 3.7038 0.8876  C20 1.091
44 H 0.2833 2.0232 1.0539  C20 1.092
45 H -1.1216 3.2775 -1.3471  C21 1.096
46 H -0.4348 1.6586 -1.3749  C21 1.092
47 H -2.5381 0.7499 -1.9914  C23 1.081
48 H -4.6817 -0.1777 -1.2404  C24 1.080
49 H -5.5450 0.3665 1.0103  C25 1.080
50 H -4.2374 1.8463 2.4900  C26 1.081
51 H -2.1131 2.7846 1.7367  C27 1.079

Properties
- Relative energy (zero: lowest compared OMol25 entry of this formula, charge and spin): 3.6 kJ/mol
- Molecular weight: 360.5 g mol⁻¹
- Highest occupied orbital energy: -8.781 eV
- SMILES: Cc1ccccc1C(=O)c1cccn1CC(=O)NCCCc1ccccc1
- Lowest unoccupied orbital energy: 0.1485 eV
- HOMO-LUMO gap: 8.93 eV

Atom charges from the Mulliken analysis, given in e for atoms 1 to 2:
1 C -1.71
2 C 1.15